Entry 1:
The following is a DFT calculation (ωB97M-V/def2-TZVPD) of 12 unconnected molecules or ions with the total composition C51H124N7O27P5 at a distorted geometry.

CARTESIAN COORDINATES (ANGSTROEM)
C 18.731 -11.937 6.267
O 19.278 -12.493 5.327
N 19.179 -12.055 7.537
C 18.408 -11.481 8.627
C 20.181 -13.021 7.941
H 17.905 -11.217 6.174
H 19.067 -11.128 9.420
H 17.667 -12.200 8.983
H 17.850 -10.583 8.354
H 20.811 -13.344 7.120
H 20.906 -12.546 8.615
H 19.770 -13.799 8.588
C 16.250 -21.299 3.524
O 15.790 -20.753 4.510
N 15.513 -21.884 2.554
C 16.020 -22.571 1.392
C 14.067 -22.008 2.676
H 17.321 -21.321 3.277
H 17.113 -22.577 1.363
H 15.724 -22.158 0.425
H 15.717 -23.621 1.346
H 13.645 -21.223 3.298
H 13.504 -21.934 1.747
H 13.824 -22.955 3.164
C 23.636 -17.411 -1.207
O 24.246 -18.179 -0.487
N 23.553 -16.069 -1.074
C 22.500 -15.277 -1.709
C 24.464 -15.240 -0.275
H 23.024 -17.794 -2.043
H 22.863 -14.842 -2.641
H 22.138 -14.521 -1.018
H 21.643 -15.912 -1.935
H 23.832 -14.763 0.474
H 25.282 -15.760 0.214
H 24.932 -14.494 -0.920
C 13.080 -17.493 -3.718
O 12.346 -17.192 -4.648
N 14.129 -16.721 -3.353
C 15.051 -17.201 -2.331
C 14.543 -15.497 -4.004
H 13.003 -18.385 -3.078
H 15.926 -17.640 -2.825
H 14.642 -17.987 -1.699
H 15.312 -16.352 -1.696
H 14.664 -14.717 -3.247
H 15.565 -15.608 -4.383
H 13.908 -15.133 -4.802
C 21.502 -19.656 4.287
O 21.640 -19.363 5.461
N 22.519 -19.729 3.383
C 22.200 -20.140 2.036
C 23.921 -19.530 3.680
H 20.595 -20.093 3.842
H 23.017 -20.729 1.609
H 22.113 -19.294 1.339
H 21.306 -20.713 1.784
H 24.265 -18.725 3.026
H 24.092 -19.231 4.711
H 24.495 -20.445 3.531
C 20.753 -12.421 2.107
O 21.963 -12.377 1.907
N 19.870 -12.691 1.129
C 18.494 -12.959 1.502
C 20.281 -12.642 -0.262
H 20.279 -12.284 3.091
H 18.236 -12.851 2.553
H 18.210 -13.988 1.254
H 17.781 -12.337 0.951
H 19.911 -11.677 -0.620
H 21.349 -12.648 -0.449
H 19.875 -13.489 -0.816
C 14.579 -17.519 3.117
O 15.062 -16.764 2.291
N 13.692 -17.223 4.074
C 13.216 -18.231 5.027
C 13.249 -15.871 4.337
H 14.860 -18.584 3.095
H 12.124 -18.203 4.995
H 13.504 -17.924 6.033
H 13.583 -19.202 4.723
H 12.163 -15.760 4.385
H 13.563 -15.525 5.324
H 13.686 -15.236 3.570
C 22.772 -12.699 5.096
C 24.217 -13.119 4.944
O 24.482 -14.187 5.850
P 25.971 -14.786 6.004
O 26.673 -15.009 4.725
O 26.697 -13.740 6.977
C 28.046 -13.335 6.855
C 28.282 -12.070 7.648
O 25.734 -16.074 6.914
C 24.979 -17.170 6.369
C 24.363 -17.968 7.506
H 22.499 -12.443 6.120
H 22.610 -11.780 4.532
H 22.140 -13.487 4.690
H 24.392 -13.452 3.920
H 24.874 -12.275 5.181
H 28.769 -14.101 7.143
H 28.258 -13.114 5.804
H 28.176 -12.240 8.719
H 29.277 -11.673 7.438
H 27.609 -11.272 7.329
H 24.242 -16.819 5.641
H 25.688 -17.727 5.749
H 23.875 -18.895 7.213
H 25.138 -18.187 8.241
H 23.618 -17.343 8.003
C 12.522 -24.878 -0.837
C 13.807 -24.348 -1.427
O 13.838 -22.927 -1.276
P 13.808 -21.981 -2.577
O 13.799 -20.550 -2.259
O 15.057 -22.499 -3.424
C 16.320 -22.436 -2.766
C 17.295 -21.535 -3.495
O 12.552 -22.515 -3.382
C 11.267 -21.848 -3.408
C 11.335 -20.801 -4.530
H 12.576 -24.980 0.246
H 11.661 -24.263 -1.106
H 12.214 -25.840 -1.254
H 14.676 -24.900 -1.057
H 13.890 -24.615 -2.486
H 16.236 -22.072 -1.735
H 16.676 -23.461 -2.633
H 18.338 -21.604 -3.191
H 17.159 -21.813 -4.543
H 17.099 -20.468 -3.378
H 10.469 -22.559 -3.593
H 11.125 -21.402 -2.423
H 10.500 -20.099 -4.476
H 12.215 -20.162 -4.523
H 11.287 -21.367 -5.460
C 21.104 -15.993 6.051
C 20.512 -16.429 7.396
O 19.144 -16.791 7.220
P 18.189 -16.692 8.508
O 18.744 -15.995 9.660
O 17.822 -18.232 8.688
C 17.135 -19.024 7.723
C 18.131 -19.833 6.856
O 16.829 -16.083 7.908
C 16.428 -14.741 8.291
C 15.250 -14.435 7.363
H 20.589 -15.095 5.707
H 22.134 -15.654 6.203
H 21.119 -16.861 5.394
H 21.013 -17.299 7.838
H 20.786 -15.687 8.148
H 16.534 -19.750 8.274
H 16.428 -18.423 7.148
H 18.474 -20.666 7.465
H 17.521 -20.275 6.065
H 18.873 -19.155 6.445
H 16.102 -14.716 9.327
H 17.263 -14.109 7.988
H 15.578 -14.532 6.329
H 14.484 -15.189 7.540
H 14.920 -13.411 7.539
C 17.571 -19.581 -0.731
C 17.439 -18.277 0.049
O 18.711 -17.900 0.579
P 18.920 -18.122 2.150
O 18.697 -19.523 2.530
O 20.350 -17.497 2.519
C 20.823 -16.332 1.823
C 22.097 -15.859 2.503
O 17.943 -17.037 2.805
C 17.873 -16.821 4.223
C 17.801 -15.327 4.426
H 16.610 -19.851 -1.175
H 18.381 -19.554 -1.455
H 17.795 -20.421 -0.064
H 17.059 -17.556 -0.674
H 16.673 -18.413 0.813
H 21.098 -16.538 0.786
H 20.072 -15.543 1.900
H 22.423 -14.941 2.007
H 21.891 -15.553 3.530
H 22.925 -16.566 2.544
H 17.030 -17.415 4.583
H 18.764 -17.190 4.733
H 17.732 -15.035 5.475
H 18.766 -14.944 4.083
H 16.991 -14.802 3.919
C 21.079 -21.989 -1.282
C 21.433 -20.649 -1.934
O 20.454 -20.489 -2.977
P 20.480 -19.101 -3.818
O 21.803 -18.495 -3.862
O 19.835 -19.516 -5.226
C 20.619 -20.273 -6.183
C 20.959 -21.677 -5.712
O 19.325 -18.206 -3.153
C 19.195 -16.852 -3.645
C 18.678 -15.974 -2.544
H 21.433 -22.880 -1.797
H 21.503 -21.975 -0.275
H 19.997 -22.097 -1.215
H 21.442 -19.807 -1.237
H 22.436 -20.653 -2.372
H 19.948 -20.372 -7.034
H 21.534 -19.719 -6.391
H 20.066 -22.243 -5.446
H 21.431 -22.195 -6.550
H 21.647 -21.703 -4.871
H 20.177 -16.533 -3.997
H 18.487 -16.776 -4.475
H 18.739 -14.933 -2.877
H 17.632 -16.159 -2.312
H 19.363 -16.044 -1.697

## Properties
SMILES	CCOP(=O)(OCC)OCC.CCOP(=O)(OCC)OCC.CCOP(=O)(OCC)OCC.CCOP(=O)(OCC)OCC.CCOP(=O)(OCC)OCC.CN(C)C=O.CN(C)C=O.CN(C)C=O.CN(C)C=O.CN(C)C=O.CN(C)C=O.CN(C)C=O
ΔE to the lowest compared entry with this formula, charge and spin	0.0	kcal/mol

***

Entry 2:
The following is a DFT calculation (ωB97M-V/def2-TZVPD) of 12 unconnected molecules or ions with the total composition C51H126N6O15 at a distorted geometry.

CARTESIAN COORDINATES (ANGSTROEM)
C -0.789 0.225 2.090
O 0.253 -0.050 1.194
C 1.562 0.224 1.609
C 2.533 -0.350 0.611
N 2.273 0.140 -0.745
C 2.940 -0.703 -1.721
C 2.636 -0.386 -3.177
O 3.458 -1.111 -4.084
C 4.761 -0.592 -4.213
H -0.753 -0.575 2.838
H -1.716 0.209 1.511
H -0.834 1.223 2.545
H 1.727 -0.210 2.601
H 1.724 1.309 1.690
H 2.479 -1.446 0.638
H 3.560 -0.090 0.885
H 1.255 0.012 -0.864
H 2.633 -1.740 -1.519
H 4.024 -0.686 -1.583
H 2.769 0.680 -3.400
H 1.599 -0.602 -3.433
H 5.360 -0.866 -3.336
H 4.794 0.503 -4.264
H 5.257 -0.989 -5.095
C 8.215 1.173 -2.223
O 7.977 0.229 -1.218
C 6.674 0.365 -0.681
C 6.374 -0.881 0.133
N 6.067 -2.005 -0.733
C 5.678 -3.222 -0.058
C 5.340 -4.301 -1.082
O 6.561 -4.884 -1.497
C 6.403 -5.755 -2.586
H 8.095 2.224 -1.939
H 7.659 0.939 -3.138
H 9.261 1.149 -2.546
H 5.920 0.445 -1.471
H 6.589 1.261 -0.058
H 5.611 -0.657 0.879
H 7.292 -1.170 0.671
H 6.790 -2.097 -1.433
H 4.783 -3.030 0.541
H 6.431 -3.633 0.627
H 4.779 -3.867 -1.916
H 4.698 -5.072 -0.634
H 7.385 -6.100 -2.905
H 5.888 -5.324 -3.451
H 5.838 -6.647 -2.284
C -1.318 0.545 -2.040
O -0.455 -0.530 -1.758
C -0.865 -1.767 -2.279
C -0.199 -2.950 -1.579
N -0.336 -2.954 -0.116
C 0.349 -4.096 0.451
C 0.600 -3.945 1.943
O 1.648 -3.023 2.106
C 2.133 -2.753 3.394
H -1.717 0.457 -3.055
H -0.738 1.464 -1.941
H -2.145 0.622 -1.323
H -0.672 -1.945 -3.345
H -1.950 -1.906 -2.183
H 0.883 -2.880 -1.744
H -0.517 -3.891 -2.020
H -0.002 -2.092 0.297
H 1.335 -4.304 -0.002
H -0.191 -5.033 0.275
H 0.881 -4.918 2.369
H -0.300 -3.597 2.466
H 2.554 -3.668 3.828
H 1.414 -2.394 4.140
H 2.882 -1.967 3.325
C -9.160 0.259 1.875
C -7.859 -0.531 1.705
C -8.249 -1.853 0.996
C -7.020 -2.656 0.636
C -6.235 -1.824 -0.402
C -5.835 -0.460 0.197
N -6.960 0.231 0.835
O -6.563 1.442 1.448
C -4.590 -0.636 1.094
C -5.374 0.452 -0.950
C -7.338 -0.800 3.125
H -9.611 0.518 0.918
H -8.878 1.123 2.481
H -9.899 -0.290 2.460
H -8.950 -2.407 1.624
H -8.767 -1.607 0.066
H -7.274 -3.659 0.280
H -6.404 -2.908 1.503
H -6.784 -1.685 -1.331
H -5.330 -2.414 -0.559
H -4.239 0.302 1.523
H -4.792 -1.360 1.888
H -3.771 -1.100 0.540
H -4.497 0.019 -1.440
H -6.124 0.643 -1.720
H -5.048 1.426 -0.578
H -8.052 -1.393 3.701
H -7.095 0.108 3.678
H -6.437 -1.419 3.124
H -7.116 2.094 1.004
C -2.608 2.286 6.482
C -3.985 1.875 5.882
C -3.755 0.880 4.743
C -3.550 -0.551 5.207
C -4.702 -1.003 6.099
C -4.937 -0.088 7.311
N -4.914 1.309 6.844
O -5.236 2.213 7.884
C -6.356 -0.376 7.815
C -3.919 -0.339 8.409
C -4.647 3.125 5.251
H -2.210 3.165 5.981
H -1.929 1.431 6.459
H -2.749 2.492 7.545
H -4.530 0.891 3.971
H -2.846 1.201 4.221
H -2.583 -0.690 5.698
H -3.528 -1.190 4.319
H -4.393 -1.973 6.495
H -5.617 -1.091 5.512
H -6.615 -1.435 7.754
H -6.621 0.078 8.767
H -7.051 0.018 7.060
H -2.927 -0.011 8.083
H -4.195 0.340 9.220
H -3.790 -1.365 8.750
H -4.077 3.377 4.357
H -4.670 3.984 5.923
H -5.696 2.923 5.026
H -6.175 2.376 7.738
C 2.429 0.666 -9.125
C 3.109 1.354 -7.905
C 3.397 2.819 -8.299
C 2.158 3.679 -8.197
C 1.516 3.585 -6.828
C 1.143 2.129 -6.464
N 2.316 1.288 -6.675
O 2.050 -0.059 -6.313
C 0.739 2.171 -4.990
C -0.079 1.710 -7.284
C 4.494 0.730 -7.668
H 3.153 -0.005 -9.594
H 2.101 1.342 -9.917
H 1.565 0.046 -8.885
H 4.168 3.185 -7.618
H 3.669 2.842 -9.354
H 1.407 3.367 -8.932
H 2.370 4.713 -8.484
H 0.572 4.135 -6.815
H 2.191 4.080 -6.124
H 0.307 1.260 -4.568
H 1.591 2.504 -4.397
H -0.097 2.865 -4.859
H -0.052 2.047 -8.321
H -0.221 0.627 -7.331
H -1.004 2.070 -6.828
H 4.384 -0.359 -7.639
H 4.990 1.082 -6.768
H 5.144 0.874 -8.534
H 2.656 -0.235 -5.566
C 4.677 2.913 2.626
O 3.344 3.193 2.192
H 5.275 3.812 2.454
H 4.603 2.793 3.705
H 5.083 2.066 2.074
H 3.223 3.069 1.238
C -2.588 3.676 1.372
O -3.197 4.946 1.155
H -3.182 3.142 2.127
H -2.610 2.985 0.524
H -1.576 3.801 1.747
H -3.895 4.796 0.511
C 1.913 0.679 5.040
O 2.017 -0.514 5.822
H 1.707 1.544 5.681
H 2.752 0.887 4.383
H 0.974 0.651 4.470
H 1.295 -0.418 6.449
C 0.199 3.582 4.011
O 1.551 3.911 4.223
H -0.238 4.292 3.293
H 0.011 2.606 3.543
H -0.375 3.630 4.936
H 2.005 3.638 3.401
C 4.264 2.935 -1.781
O 3.487 2.646 -0.626
H 3.712 3.535 -2.518
H 5.006 3.630 -1.383
H 4.658 2.080 -2.332
H 2.900 1.876 -0.826
C 2.182 -4.500 -4.436
O 1.564 -4.919 -3.225
H 2.688 -5.309 -4.966
H 1.382 -4.140 -5.082
H 2.883 -3.679 -4.269
H 2.113 -5.559 -2.766

## Properties
SMILES	CC1(C)CCCC(C)(C)N1O.CC1(C)CCCC(C)(C)N1O.CC1(C)CCCC(C)(C)N1O.COCCNCCOC.COCCNCCOC.COCCNCCOC.CO.CO.CO.CO.CO.CO
ΔE to the lowest compared entry with this formula, charge and spin	0.0	kcal/mol

***

One value per record, in order, for gap between HOMO and LUMO: 0.339, 0.316 Eh.